Entry from OMol25: 10 unconnected molecules or ions with the total composition C51H71F27N2O22PS (ωB97M-V/def2-TZVPD).

XYZ file:
```
175
Properties=species:S:1:pos:R:3:lowdin_charge:R:1
C 1.4493 -4.5270 -7.3605 0.038
C 1.0105 -3.7648 -6.1695 -0.435
O 0.6626 -2.6514 -6.1082 0.210
O 1.0238 -4.5353 -4.9375 0.084
C 2.1077 -4.2770 -4.1964 -0.569
O 3.2243 -4.2863 -4.6126 0.148
C 1.7813 -3.9438 -2.7712 -0.180
P 2.8843 -4.7800 -1.5962 0.732
S 2.9750 -6.7472 -2.2419 0.647
C 4.5294 -4.0649 -1.7632 -0.286
C 4.5594 -2.5603 -2.0727 -0.210
C 4.3937 -1.6986 -0.8285 -0.196
C 4.8123 -0.2533 -1.0244 -0.123
N 4.7358 0.4387 0.2487 -0.118
C 4.1403 1.6595 0.4695 -0.083
C 4.2396 1.9731 1.8118 -0.089
C 4.9470 0.9126 2.4550 -0.074
C 5.2322 0.0050 1.4487 -0.118
C 2.1057 -4.5743 0.0261 -0.241
C 3.0015 -4.7690 1.2394 -0.406
O 4.1367 -3.9303 1.1750 -0.051
C 2.1601 -4.4239 2.4776 -0.220
N 1.7786 -3.0169 2.4264 0.027
H 1.2613 -5.5792 -7.1741 0.104
H 2.5246 -4.3994 -7.4359 0.096
H 0.9116 -4.1896 -8.2305 0.090
H 0.7715 -4.2401 -2.5009 0.118
H 1.8617 -2.8794 -2.5597 0.121
H 2.7192 -7.4283 -1.1143 -0.142
H 4.9767 -4.5746 -2.6155 0.091
H 5.1522 -4.3168 -0.9125 0.098
H 3.8724 -2.2808 -2.8648 0.101
H 5.5592 -2.3667 -2.4556 0.128
H 3.3881 -1.7648 -0.4146 0.119
H 5.0651 -2.1248 -0.0940 0.081
H 5.8335 -0.2196 -1.3976 0.134
H 4.1288 0.2569 -1.6947 0.131
H 3.6781 2.2682 -0.2852 0.114
H 3.8743 2.8317 2.3343 0.073
H 5.2022 0.8026 3.4898 0.088
H 5.7495 -0.9268 1.5673 0.086
H 1.3158 -5.3195 0.0950 0.110
H 1.6313 -3.5946 0.0291 0.103
H 3.3382 -5.8001 1.3615 0.147
H 4.3267 -3.5511 2.0372 0.100
H 1.2319 -4.9828 2.3828 0.122
H 2.6770 -4.7253 3.3894 0.124
H 1.1101 -2.7905 3.1462 0.084
H 2.5688 -2.3893 2.4759 0.070
C -2.5004 2.0252 1.4272 -0.060
C -1.0288 1.6886 1.4740 -0.180
O -0.2059 2.8731 1.4050 0.037
C -0.0149 3.5121 2.5469 -0.403
O -0.4427 3.2155 3.6221 0.175
C 0.9276 4.7053 2.3117 -0.538
F 0.5962 5.3953 1.2132 0.156
F 2.1822 4.2557 2.1502 0.149
F 0.9151 5.5435 3.3400 0.181
H -2.7172 2.6234 0.5477 0.078
H -3.0921 1.1271 1.3920 0.046
H -2.8004 2.6067 2.2990 0.092
H -0.7507 1.0910 0.6074 0.125
H -0.7732 1.1153 2.3650 0.122
C -3.2502 0.6401 -5.6130 -0.051
C -3.1884 1.8137 -4.6598 -0.195
O -4.0203 1.5771 -3.5012 0.048
C -3.4938 0.8461 -2.5405 -0.405
O -2.4003 0.3571 -2.5168 0.155
C -4.4904 0.7314 -1.3730 -0.545
F -5.7264 0.4682 -1.8016 0.176
F -4.5192 1.8783 -0.6838 0.161
F -4.1290 -0.2478 -0.5423 0.162
H -4.2839 0.4257 -5.8850 0.088
H -2.6861 0.8598 -6.5175 0.074
H -2.8363 -0.2585 -5.1555 0.076
H -3.5874 2.7061 -5.1264 0.113
H -2.1672 2.0299 -4.3502 0.126
C 1.4307 2.0092 -9.1902 -0.059
C 0.5615 3.0922 -9.7899 -0.190
O -0.5426 3.4166 -8.9192 0.033
C -0.2776 4.2587 -7.9334 -0.404
O 0.7710 4.7719 -7.6843 0.178
C -1.5653 4.5362 -7.1370 -0.537
F -2.2436 3.4006 -6.8942 0.145
F -2.3672 5.3562 -7.8208 0.180
F -1.2897 5.1029 -5.9677 0.177
H 0.8321 1.1303 -8.9483 0.081
H 2.2104 1.7212 -9.8939 0.084
H 1.9042 2.3517 -8.2705 0.078
H 0.1073 2.7504 -10.7167 0.127
H 1.1340 3.9909 -10.0126 0.127
C -8.6570 -0.1330 3.2912 -0.047
C -7.8701 0.2537 4.5235 -0.186
O -6.5700 -0.3827 4.5290 0.042
C -5.6294 0.2136 3.8231 -0.404
O -5.7246 1.2151 3.1782 0.177
C -4.3074 -0.5575 3.9768 -0.528
F -4.4806 -1.8790 3.8659 0.169
F -3.7609 -0.3191 5.1781 0.156
F -3.4316 -0.1800 3.0446 0.151
H -8.7270 -1.2189 3.2154 0.086
H -9.6595 0.2811 3.3390 0.066
H -8.1765 0.2286 2.3821 0.082
H -8.3750 -0.0999 5.4198 0.129
H -7.7572 1.3296 4.6141 0.108
C -2.9489 -1.1192 7.9536 -0.067
C -2.8825 0.1295 8.8044 -0.188
O -3.7487 0.0246 9.9509 0.035
C -3.2601 -0.6385 10.9879 -0.402
O -2.1858 -1.1552 11.0674 0.172
C -4.2822 -0.6211 12.1397 -0.552
F -5.5177 -0.8766 11.6948 0.165
F -4.2891 0.5838 12.7228 0.171
F -3.9704 -1.5303 13.0549 0.178
H -3.9786 -1.3315 7.6675 0.081
H -2.3524 -0.9933 7.0533 0.071
H -2.5739 -1.9847 8.4999 0.080
H -3.2408 0.9919 8.2465 0.126
H -1.8644 0.3445 9.1251 0.127
C 1.5228 8.2899 0.4213 -0.062
C 0.3703 8.9214 -0.3269 -0.191
O 0.0765 10.2380 0.1787 0.035
C 0.8356 11.2195 -0.2847 -0.402
O 1.7305 11.1245 -1.0703 0.172
C 0.3677 12.5597 0.3124 -0.552
F 0.1319 12.4505 1.6236 0.168
F -0.7652 12.9517 -0.2850 0.168
F 1.2868 13.4996 0.1283 0.177
H 1.3209 8.2771 1.4927 0.084
H 1.6789 7.2694 0.0808 0.069
H 2.4443 8.8508 0.2667 0.082
H -0.5408 8.3448 -0.1818 0.125
H 0.5642 8.9688 -1.3974 0.126
C -12.1851 1.2291 9.1262 -0.057
C -10.7679 1.6489 8.8056 -0.191
O -10.5618 1.7460 7.3792 0.027
C -10.9617 2.8741 6.8115 -0.403
O -11.4702 3.8111 7.3465 0.183
C -10.6288 2.8355 5.3102 -0.537
F -10.9471 1.6535 4.7605 0.153
F -9.3129 3.0260 5.1181 0.158
F -11.2790 3.7801 4.6468 0.186
H -12.4315 0.2975 8.6162 0.084
H -12.2995 1.0838 10.1993 0.085
H -12.9005 1.9837 8.8014 0.080
H -10.0585 0.8996 9.1493 0.125
H -10.5099 2.5933 9.2816 0.127
C 5.8340 -7.6957 -11.8685 -0.057
C 4.3431 -7.7074 -11.6155 -0.190
O 3.9327 -6.5498 -10.8535 0.030
C 3.7478 -5.4377 -11.5471 -0.406
O 3.8828 -5.2871 -12.7225 0.184
C 3.2709 -4.3181 -10.6044 -0.536
F 3.9834 -4.2936 -9.4682 0.155
F 1.9779 -4.5100 -10.2800 0.148
F 3.3784 -3.1294 -11.1776 0.186
H 6.3800 -7.6148 -10.9283 0.083
H 6.1359 -8.6122 -12.3730 0.086
H 6.1196 -6.8487 -12.4913 0.080
H 4.0630 -8.5656 -11.0092 0.125
H 3.7773 -7.7582 -12.5441 0.127
C 9.3551 -2.0290 5.7558 -0.056
C 9.4867 -3.3937 5.1177 -0.188
O 8.7440 -3.4656 3.8786 0.030
C 9.3517 -2.9717 2.8121 -0.407
O 10.4349 -2.4763 2.7588 0.187
C 8.4556 -3.1647 1.5762 -0.537
F 7.1740 -2.8441 1.8325 0.136
F 8.4743 -4.4432 1.1721 0.165
F 8.8642 -2.4139 0.5613 0.178
H 8.3047 -1.7734 5.8977 0.083
H 9.8532 -2.0183 6.7238 0.087
H 9.8019 -1.2579 5.1292 0.081
H 9.0555 -4.1604 5.7569 0.125
H 10.5278 -3.6570 4.9399 0.127
```

Strongest force on any atom in eV Å⁻¹: 1.7
Total charge: +1
Spin multiplicity: 1
Calculated total energy in eV: -195557.88652